Entry 1:
The following is a DFT calculation (ωB97M-V/def2-TZVPD) of a cluster of 11 separate species, C40H80N4O22P4S3 in total at a distorted geometry.

Positions of all 153 atoms, in Å:
S -0.909 0.426 -0.243
S 8.503 -3.141 -3.068
S -6.768 1.458 3.712
P -1.568 -3.144 -7.289
P 2.527 1.260 6.785
P -0.426 5.330 -5.959
P 1.784 -5.716 0.627
O 0.911 -5.363 -0.745
O 1.200 1.318 7.739
O -0.967 5.071 -7.477
O -2.628 -4.434 -7.443
O -0.825 -3.447 -5.920
O 1.191 5.346 -6.153
O 9.704 -3.601 -2.376
O 2.848 2.864 6.397
O -0.985 6.509 -5.245
O 3.723 0.797 7.830
O 2.332 0.443 5.604
O 8.479 -3.060 -4.519
O 3.111 -6.326 0.338
O 1.788 -4.233 1.356
O -1.385 -0.162 1.019
O -6.873 0.637 2.485
O -0.667 -3.016 -8.486
O -2.484 -1.810 -6.996
O 0.673 -6.556 1.422
O -1.313 -0.122 -1.542
O -7.124 0.754 4.984
O -0.735 3.930 -5.205
N -4.434 -4.071 -2.198
N -4.270 7.966 1.243
N 8.343 2.143 1.289
N -2.031 -2.609 5.320
C 4.079 -0.539 7.921
C 6.338 2.561 2.191
C -5.332 -4.467 -1.247
C -2.569 -3.654 7.231
C -3.369 -3.003 5.238
C -2.561 7.564 -0.260
C -0.025 2.935 -0.455
C 6.851 1.350 2.746
C 1.992 5.557 -5.014
C -1.352 2.187 -0.211
C 6.567 -1.462 -2.365
C -0.614 -5.973 1.640
C -3.124 7.891 1.912
C -1.530 -3.063 6.485
C 2.534 -4.023 2.522
C 3.150 3.845 7.351
C -4.602 -4.969 -3.251
C -2.061 7.671 1.033
C 8.032 1.051 2.090
C 8.127 -1.446 -2.389
C -3.827 -1.983 -6.471
C -3.932 7.746 -0.078
C -5.296 3.640 3.336
C 7.361 3.070 1.350
C 6.960 -3.950 -2.405
C 1.106 1.977 -0.865
C -2.140 -5.781 -7.581
C 0.030 1.835 7.235
C -7.729 3.003 3.495
C -6.128 -5.539 -1.705
C -2.340 5.280 -7.741
C 0.321 -2.789 -5.515
C 0.493 -6.395 -1.643
C -5.636 -5.882 -2.993
C 6.156 -2.806 -1.795
C -3.668 -3.713 6.429
C -5.025 2.265 3.851
C -6.695 4.090 3.763
C -0.400 2.639 -5.788
C 0.925 0.648 -0.130
H 1.056 -7.323 -1.536
H 4.114 -0.823 8.973
H -4.466 -1.153 -6.773
H -0.502 -2.897 6.775
H 6.137 -1.281 -3.350
H 5.072 -0.771 7.534
H -7.934 3.056 2.426
H 8.678 0.190 2.173
H -3.881 -2.791 4.311
H 5.092 -3.023 -1.700
H 0.529 -6.193 -2.713
H -4.428 -2.863 -6.702
H -2.840 4.340 -7.511
H -6.902 -5.982 -1.096
H 0.010 1.826 6.146
H 1.442 5.405 -4.085
H 1.408 -0.260 -0.492
H -4.525 4.322 3.694
H 7.622 4.006 0.877
H 2.349 4.548 7.580
H 3.477 3.553 8.349
H -1.356 -6.702 1.315
H -4.867 2.339 4.927
H -2.005 7.501 -1.184
H -2.114 2.445 -0.946
H 5.412 3.031 2.485
H -2.275 -6.259 -6.611
H 6.499 -4.337 -3.313
H -4.600 -4.118 6.796
H 2.075 2.405 -0.608
H 1.197 0.854 0.905
H -3.154 8.008 2.986
H 0.058 -2.118 -4.698
H -4.291 1.684 3.293
H 8.463 -0.670 -3.076
H 6.385 -2.916 -0.735
H -5.925 -6.767 -3.540
H -3.746 -2.032 -5.385
H 8.592 -1.501 -1.404
H 6.324 0.716 3.443
H 0.671 2.481 -5.917
H 9.185 2.260 0.743
H -3.776 -3.307 -2.146
H 4.037 4.382 7.017
H -0.698 1.855 -5.092
H -0.814 -5.068 1.067
H -1.618 -2.022 4.609
H -5.230 7.932 1.554
H -0.522 -6.550 -1.278
H -2.797 5.990 -7.052
H -5.447 -3.780 -0.422
H -4.820 7.826 -0.688
H -0.165 3.652 -1.264
H -8.685 2.896 4.008
H -2.685 -6.157 -8.448
H 1.810 -3.711 3.274
H -0.185 2.826 7.634
H -2.510 -4.044 8.236
H -0.805 2.605 -6.800
H 1.043 -3.550 -5.221
H -2.606 5.588 -8.752
H 6.245 -0.634 -1.733
H 0.324 3.478 0.423
H -5.167 3.647 2.254
H 0.762 -2.088 -6.224
H 3.442 -1.188 7.320
H -1.086 -5.843 -7.853
H 2.660 4.700 -4.921
H 7.298 -4.695 -1.683
H 3.167 -4.878 2.758
H 2.584 6.471 -4.979
H -6.894 5.092 3.384
H -0.787 1.176 7.529
H 3.185 -3.156 2.404
H 1.032 1.871 -1.947
H -1.030 7.500 1.303
H -0.689 -5.734 2.701
H -6.735 4.277 4.837
H -1.686 2.539 0.765
H -3.985 -4.894 -4.135

Summary:
Orbital gap = 7.7 eV
Energy above the lowest of the compared OMol25 structures with the same formula, charge and spin = 440.23 kJ/mol
HOMO level = -7.872 eV
DFT total energy = -6006.519931 Ha

=====

Entry 2:
The following is a DFT calculation (ωB97M-V/def2-TZVPD) of a cluster of 8 separate species, C40H80N8 in total at a distorted geometry.

Positions of all 128 atoms, in Å:
N 6.086 -0.422 0.789
N -0.338 -1.959 -0.385
N 4.582 3.719 -2.802
N -1.527 0.234 5.204
N -0.764 -4.693 -1.397
N -4.629 1.961 -2.531
N 4.141 -2.195 -1.871
N 1.205 3.932 1.723
C 3.482 3.027 2.248
C -2.012 -5.163 -0.803
C -1.264 -0.097 3.823
C 4.058 -1.807 -3.192
C 4.435 3.310 -4.101
C 3.872 2.066 -4.074
C 6.301 -1.685 1.243
C -1.948 -5.239 0.724
C 0.159 -7.033 -1.600
C 0.291 -3.642 -3.422
C 0.364 -5.590 -1.120
C -0.568 3.942 3.475
C 4.118 -1.286 1.244
C -0.448 0.702 7.397
C -2.612 1.208 5.315
C -5.768 0.563 -4.328
C 0.279 4.076 0.612
C 4.135 2.749 -1.928
C 0.719 5.103 -0.439
C -6.439 3.618 -2.716
C -2.231 2.423 -2.060
C 0.975 -1.628 -0.463
C 1.117 -0.262 -0.411
C -3.900 0.581 5.819
C 3.964 -3.549 -1.808
C 0.504 3.130 2.757
C 3.814 -4.040 -3.083
C -0.277 0.597 5.883
C -0.926 -4.321 -2.804
C -2.412 -0.773 3.071
C 3.773 -2.919 -3.934
C -1.085 -0.790 -0.371
C -3.233 1.605 -2.878
C 3.635 1.743 -2.727
C -5.539 0.847 -2.835
C 5.100 -2.266 1.559
C -0.205 0.251 -0.347
C 2.380 3.185 1.206
C 4.720 -0.165 0.758
C -5.016 3.239 -3.119
H 4.026 -3.981 -0.820
H 4.788 3.964 -4.879
H 1.188 2.708 3.488
H 4.940 -3.269 1.910
H 0.062 1.572 5.491
H 0.127 2.253 2.205
H -0.686 -2.925 -0.450
H -2.404 2.113 -1.028
H -4.846 0.501 -4.900
H -0.522 -7.563 -0.932
H 2.065 2.193 0.849
H -2.336 2.030 5.980
H -0.706 3.571 4.488
H -2.356 3.502 -2.135
H -2.695 1.688 4.332
H 4.265 2.395 1.823
H 4.183 -0.792 -3.522
H -7.179 3.092 -3.321
H 1.696 -2.434 -0.459
H 0.103 3.146 0.038
H 0.433 1.121 7.880
H 6.791 0.251 0.557
H -3.094 0.564 -2.597
H 4.949 4.610 -2.522
H 0.478 -0.134 5.602
H 2.029 0.306 -0.352
H -2.319 -6.127 -1.228
H -4.359 3.969 -2.644
H -2.153 -0.916 -0.311
H 2.783 3.760 0.376
H 1.121 5.964 0.099
H 3.554 -2.816 -4.986
H -3.092 1.798 -3.949
H 0.052 -3.396 -4.459
H -1.232 -5.188 -3.409
H -0.112 5.427 -1.070
H 3.653 1.426 -4.913
H -1.501 -4.340 1.157
H 3.145 2.641 3.205
H -1.542 4.065 3.000
H -1.279 1.376 7.607
H 4.382 0.824 0.503
H -2.968 -5.240 1.114
H -3.771 0.212 6.836
H -0.715 4.342 0.977
H 0.603 -5.583 -0.056
H -4.668 1.357 5.934
H 4.222 2.934 -0.873
H -1.000 0.793 3.223
H -0.429 -0.798 3.773
H -6.625 3.413 -1.661
H -3.214 -0.081 2.808
H 3.048 -1.414 1.332
H -6.453 1.304 -4.737
H -0.520 1.283 -0.283
H 4.304 -1.584 -1.085
H -1.771 -3.626 -2.836
H 7.309 -2.044 1.378
H 3.217 0.840 -2.307
H 1.097 -7.586 -1.687
H -0.268 -7.123 -2.602
H -2.800 -4.447 -1.049
H 1.427 4.722 -1.177
H 1.136 -4.321 -3.415
H -1.233 2.164 -2.417
H -0.681 -0.284 7.797
H -6.628 4.688 -2.822
H -0.188 4.970 3.487
H 3.691 -5.081 -3.333
H 0.496 -2.687 -2.944
H -4.881 3.266 -4.208
H -2.776 -1.629 3.644
H -4.287 -0.163 5.130
H -1.412 -6.107 1.103
H -5.115 -0.007 -2.303
H 3.917 4.008 2.454
H -2.029 -1.165 2.128
H -6.241 -0.422 -4.374
H 1.244 -5.175 -1.610
H -6.501 1.032 -2.350

Summary:
Orbital gap = 8.6 eV
Energy above the lowest of the compared OMol25 structures with the same formula, charge and spin = 0.00 kJ/mol
HOMO level = -7.946 eV
DFT total energy = -2010.049859 Ha

=====

Entry 3:
The following is a DFT calculation (ωB97M-V/def2-TZVPD) of a cluster of 10 separate species, C40H80O10 in total at a distorted geometry.

Positions of all 130 atoms, in Å:
O 18.188 -15.221 4.059
O 17.602 -13.970 -1.537
O 14.307 -17.566 0.879
O 17.721 -10.470 0.371
O 10.080 -7.753 0.909
O 8.040 -8.209 4.532
O 12.030 -13.846 2.998
O 14.556 -9.139 5.300
O 11.699 -15.037 7.722
O 7.683 -18.814 2.992
C 7.984 -9.023 3.365
C 13.134 -14.496 2.374
C 14.066 -11.185 4.247
C 17.011 -12.051 1.959
C 11.097 -17.248 7.025
C 9.472 -8.834 0.191
C 13.185 -19.527 1.183
C 17.246 -14.213 4.420
C 14.152 -19.385 2.370
C 13.079 -10.130 3.742
C 12.993 -18.092 0.733
C 18.625 -14.897 -1.808
C 15.061 -18.248 1.894
C 16.830 -14.486 5.868
C 9.170 -10.230 4.945
C 18.519 -15.952 5.220
C 11.720 -8.926 -0.364
C 18.809 -11.419 0.418
C 9.970 -18.223 2.903
C 11.226 -16.298 8.207
C 8.055 -18.498 1.661
C 18.388 -12.473 1.478
C 16.548 -11.077 0.861
C 10.357 -9.159 -0.997
C 8.860 -18.808 3.810
C 11.166 -13.366 1.993
C 13.206 -9.041 4.784
C 11.897 -16.537 5.926
C 16.926 -15.974 -0.555
C 16.416 -14.672 -1.134
C 9.207 -9.907 3.479
C 15.196 -10.303 4.780
C 18.145 -16.305 -1.405
C 13.376 -13.637 1.091
C 9.173 -17.491 1.822
C 8.631 -8.929 5.605
C 11.467 -7.687 0.542
C 12.106 -12.759 0.981
C 12.474 -15.254 6.538
C 17.274 -15.936 6.072
H 7.048 -9.598 3.346
H 14.050 -14.439 2.965
H 18.511 -13.479 1.081
H 10.083 -9.296 3.233
H 10.649 -17.550 3.429
H 16.333 -12.902 1.991
H 8.355 -19.392 1.099
H 17.835 -16.916 -2.257
H 12.504 -8.734 -1.098
H 12.009 -16.621 8.905
H 12.049 -10.490 3.711
H 17.287 -15.925 0.479
H 16.545 -16.687 5.760
H 15.794 -10.782 5.554
H 19.714 -10.890 0.710
H 13.697 -19.135 3.327
H 9.059 -19.814 4.175
H 17.511 -16.168 7.113
H 12.284 -17.529 1.357
H 15.826 -10.340 1.217
H 9.419 -8.303 6.025
H 11.825 -12.713 -0.071
H 12.011 -9.758 0.280
H 7.982 -8.357 2.505
H 16.378 -14.249 3.764
H 13.378 -9.840 2.731
H 11.770 -6.771 0.041
H 10.241 -10.192 -1.321
H 10.590 -12.525 2.403
H 17.185 -11.524 2.894
H 14.683 -20.325 2.524
H 10.032 -17.227 6.785
H 16.136 -16.727 -0.520
H 18.929 -14.871 -2.860
H 18.899 -11.788 -0.605
H 10.602 -19.035 2.536
H 17.268 -13.819 6.607
H 12.058 -7.908 1.434
H 7.962 -9.247 6.408
H 12.675 -17.881 -0.289
H 9.196 -10.756 2.796
H 12.366 -11.755 1.314
H 13.000 -15.550 2.118
H 15.839 -9.998 3.947
H 8.720 -18.107 4.637
H 9.462 -9.696 0.860
H 13.158 -8.023 4.400
H 10.053 -10.655 5.430
H 13.588 -20.177 0.405
H 10.239 -8.404 -1.776
H 12.662 -17.205 5.524
H 12.262 -20.051 1.453
H 17.691 -13.216 4.375
H 8.418 -11.006 5.130
H 13.550 -15.247 6.741
H 13.609 -11.781 5.041
H 13.416 -14.249 0.189
H 15.866 -14.867 -2.064
H 8.507 -8.498 -0.191
H 18.962 -16.913 4.937
H 10.383 -14.111 1.800
H 10.292 -16.147 8.741
H 14.243 -12.979 1.136
H 11.266 -16.240 5.089
H 12.331 -14.427 5.840
H 19.124 -12.332 2.271
H 16.037 -11.633 0.062
H 15.184 -17.524 2.706
H 15.757 -14.059 -0.523
H 7.195 -18.117 1.103
H 16.011 -18.496 1.425
H 19.371 -15.572 5.814
H 9.735 -17.338 0.904
H 15.742 -14.437 5.958
H 12.503 -9.206 5.602
H 8.774 -16.595 2.298
H 18.957 -16.831 -0.907
H 19.529 -14.665 -1.234
H 14.386 -11.899 3.486
H 11.418 -18.267 7.217

Summary:
Orbital gap = 9.7 eV
Energy above the lowest of the compared OMol25 structures with the same formula, charge and spin = 150.70 kJ/mol
HOMO level = -9.341 eV
DFT total energy = -2324.270004 Ha

=====

What is the HOMO level in the second record?
-7.946 eV

=====

What is the energy above the lowest of the compared OMol25 structures with the same formula, charge and spin in the third record?
150.70 kJ/mol